DFT (ωB97M-V/def2-TZVPD) results for C34H46BF9N6O4PSeSiTl as an isolated structure.

The geometry in XYZ format:
```
104
Properties=species:S:1:pos:R:3:forces:R:3
Tl -0.5207 0.5234 -0.4423 -0.1 -0.1 -0.4
C -1.4713 -2.2179 4.6987 0.1 0.0 0.0
N -2.0561 -0.9501 4.2995 -0.1 -0.3 0.1
C -3.4647 -0.7756 4.6091 -0.1 0.1 -0.2
C -1.4277 -0.2114 3.3628 0.3 0.3 -0.2
O -0.3153 -0.4725 2.9261 -0.3 0.1 0.1
C -2.1699 1.0502 2.9162 -0.2 -0.2 -0.4
O -1.4884 1.7691 1.9050 0.1 -0.4 0.1
C -0.4833 2.6020 2.4262 0.2 0.1 -0.1
C 0.9198 2.2234 1.9639 -0.1 0.3 0.3
O 1.1476 1.2994 1.1801 -0.4 -0.4 -0.4
N 1.9170 2.9450 2.4895 0.2 -0.2 -0.1
C 3.2788 2.7533 2.0153 0.0 -0.1 -0.1
C 1.7672 3.9904 3.4829 -0.1 0.0 0.1
H -1.5907 -2.3471 5.7748 0.0 0.0 0.0
H -0.4135 -2.2110 4.4500 0.0 -0.1 0.0
H -1.9654 -3.0438 4.1767 0.1 0.0 0.0
H -3.7276 -1.4699 5.4030 0.0 0.0 0.0
H -4.0869 -0.9960 3.7348 0.0 0.0 0.1
H -3.6771 0.2364 4.9547 0.0 0.0 0.0
H -2.3334 1.6883 3.7916 -0.1 0.0 -0.1
H -3.1389 0.7835 2.4942 0.0 -0.1 0.0
H -0.5249 2.5555 3.5184 0.2 0.1 0.0
H -0.6767 3.6216 2.0935 0.0 0.0 0.0
H 3.3245 1.8583 1.4037 0.0 0.0 0.0
H 3.9559 2.6531 2.8650 0.0 0.0 0.0
H 3.5868 3.6073 1.4086 0.0 0.0 0.1
H 0.7528 4.3737 3.5239 0.0 0.0 0.0
H 2.4219 4.8214 3.2230 0.0 0.0 0.0
H 2.0546 3.6207 4.4711 0.0 0.0 0.0
B -0.3167 0.2210 -4.0531 -0.1 -0.2 0.2
N -1.4750 1.1105 -3.5476 -0.1 0.3 -0.4
C -2.4030 1.6957 -4.3121 -0.2 0.0 0.1
C -3.4335 2.1413 -3.5006 0.0 0.0 0.0
C -3.0387 1.7864 -2.2142 0.0 -0.1 -0.2
N -1.8618 1.1672 -2.2669 0.1 0.0 0.3
N 1.0147 0.5728 -3.3386 0.1 0.1 -0.2
C 2.2028 0.7921 -3.9089 0.2 0.0 0.1
C 3.1637 0.9056 -2.9158 0.0 0.0 0.0
C 2.4571 0.7424 -1.7310 0.0 0.0 -0.2
N 1.1707 0.5345 -2.0083 -0.1 0.1 0.3
H -0.6164 -0.9201 -3.7895 0.0 -0.2 0.0
H -0.1765 0.4012 -5.2272 0.0 0.0 -0.1
H -2.2843 1.7437 -5.3806 0.1 0.0 0.0
H -4.3199 2.6709 -3.7999 0.0 0.0 0.0
H -3.5362 1.9486 -1.2739 0.0 0.0 0.0
H 2.3026 0.8509 -4.9787 -0.1 0.0 0.0
H 4.2122 1.1116 -3.0345 0.0 0.0 0.0
H 2.8050 0.7585 -0.7112 -0.1 0.1 0.0
C -5.4221 -2.9031 -0.4663 0.3 0.2 -0.1
Si -3.6681 -2.8589 -1.1874 0.0 -0.1 0.0
C -3.6465 -2.6241 -3.0571 0.0 0.0 0.4
C -2.8756 -4.5226 -0.7265 0.0 0.3 -0.2
Se -2.8439 -1.0222 -0.0378 0.4 0.4 0.6
H -6.0632 -3.5949 -1.0155 0.0 0.0 -0.1
H -5.8789 -1.9139 -0.4903 0.0 0.0 0.0
H -5.3863 -3.2276 0.5750 0.0 0.0 0.0
H -4.2408 -3.3921 -3.5564 0.0 -0.1 0.0
H -2.6280 -2.6815 -3.4449 0.0 0.0 0.0
H -4.0481 -1.6476 -3.3291 0.0 0.0 0.0
H -3.6157 -5.3162 -0.8481 -0.1 0.0 -0.1
H -2.5409 -4.5350 0.3105 0.0 0.0 0.0
H -2.0235 -4.7652 -1.3612 0.0 0.0 0.0
C -0.0732 -3.1723 0.0546 0.1 0.2 0.1
P 1.1632 -1.8242 0.0721 0.0 -0.8 0.2
C 2.2005 -2.3845 -1.3288 0.0 0.1 0.1
C 3.5743 -2.5879 -1.2386 0.0 0.0 0.0
C 4.2971 -2.9635 -2.3614 0.1 0.0 0.0
C 3.6671 -3.0995 -3.5888 0.0 0.0 0.0
C 2.2994 -2.8868 -3.6879 0.0 0.0 0.0
C 1.5710 -2.5505 -2.5604 0.0 0.0 0.1
C 2.1512 -2.2967 1.5332 0.0 0.2 -0.1
C 2.4094 -1.3543 2.5226 0.1 0.0 -0.1
C 3.1667 -1.7041 3.6323 0.0 0.0 0.0
C 3.6627 -2.9919 3.7580 0.0 0.0 0.0
C 3.3987 -3.9384 2.7761 0.0 -0.1 0.0
C 2.6491 -3.5928 1.6643 0.0 0.1 0.1
H 0.3946 -4.1494 -0.0597 0.0 0.0 0.0
H -0.7544 -2.9960 -0.7733 0.0 0.0 0.0
H -0.6389 -3.1207 0.9831 -0.1 0.0 0.0
H 4.0802 -2.4628 -0.2899 0.0 0.0 0.0
H 5.3622 -3.1390 -2.2787 0.0 0.0 0.0
H 4.2418 -3.3607 -4.4676 0.0 0.0 0.0
H 1.7985 -2.9671 -4.6442 0.0 0.0 0.0
H 0.5049 -2.3850 -2.6412 0.0 0.0 -0.1
H 1.9970 -0.3616 2.4084 0.1 -0.1 0.1
H 3.3719 -0.9710 4.4023 0.0 0.0 0.0
H 4.2615 -3.2615 4.6184 0.0 0.0 0.0
H 3.7798 -4.9465 2.8763 0.0 0.0 0.0
H 2.4623 -4.3246 0.8887 0.0 0.0 0.0
F 1.6659 3.4754 -2.6786 -0.1 0.0 0.1
C 0.5766 4.2339 -2.5162 0.1 -0.1 -0.3
F -0.3823 3.7402 -3.3136 0.1 0.0 0.2
F 0.8916 5.4552 -2.9962 -0.1 -0.1 0.1
C 0.1249 4.2302 -1.0128 0.0 0.7 -0.2
O 0.0613 3.0276 -0.4683 -0.2 -0.2 0.2
C -1.2384 5.0139 -0.9304 -0.2 0.1 0.1
F -1.2489 6.1854 -1.5921 0.0 -0.1 0.1
F -1.5416 5.2964 0.3593 0.0 -0.1 -0.1
F -2.2524 4.2894 -1.4084 0.2 0.0 0.1
C 1.1816 5.1316 -0.2546 0.1 0.1 0.2
F 2.4319 4.6645 -0.4264 -0.2 0.0 -0.1
F 0.9586 5.1113 1.0801 0.0 0.0 -0.2
F 1.1929 6.4277 -0.6037 0.0 -0.2 0.0
```
Positions in Å, forces in eV/Å.

Relative energy (zero: lowest compared OMol25 entry of this formula, charge and spin): 1.309 eV
Maximum force: 0.81 eV Å⁻¹
HOMO: -8.0 eV
Lowest unoccupied orbital energy: -1.2 eV

Atomic partial charges in e from the Löwdin method, atoms 1 to 5: 0.797 -0.027 -0.140 -0.041 -0.435